[1]
{
  "formula": "C4H10N3O",
  "method": "the ωB97M-V functional and the def2-TZVPD basis",
  "symbols": ["C", "C", "C", "C", "N", "N", "N", "O", "H", "H", "H", "H", "H", "H", "H", "H", "H", "H"],
  "coordinates": [[1.03, -0.50, -0.20], [-1.25, 0.09, 0.20], [2.36, -0.15, -0.93], [-1.73, 1.47, 0.78], [-0.01, 0.20, -0.50], [1.08, -1.53, 0.57], [-2.17, -0.56, -0.76], [-3.34, -0.58, -0.52], [0.34, -1.72, 1.09], [-1.13, -0.67, 1.06], [2.67, 0.77, -0.44], [2.57, -0.14, -1.97], [2.94, -0.97, -0.55], [-1.33, 1.59, 1.76], [-2.79, 1.64, 0.65], [-1.15, 2.13, 0.07], [-0.01, 0.96, -1.15], [1.93, -2.04, 0.85]],
  "charge": 1,
  "spin_multiplicity": 3,
  "e_tot_ha": -397.5411,
  "homo_lumo_gap_ev": [9.04, 11.15],
  "relative_energy_ev": 0.0000
}

***

[2]
{
  "formula": "C72H133F24N9O17",
  "method": "the ωB97M-V functional and the def2-TZVPD basis",
  "symbols": ["C", "C", "C", "O", "C", "N", "H", "H", "H", "H", "H", "H", "H", "H", "H", "H", "H", "H", "C", "C", "N", "C", "C", "N", "C", "C", "H", "H", "H", "H", "H", "H", "H", "H", "H", "H", "H", "C", "C", "N", "C", "C", "N", "C", "C", "H", "H", "H", "H", "H", "H", "H", "H", "H", "H", "H", "C", "C", "N", "C", "C", "N", "C", "C", "H", "H", "H", "H", "H", "H", "H", "H", "H", "H", "H", "C", "C", "C", "N", "C", "C", "C", "C", "C", "C", "H", "H", "H", "H", "H", "H", "H", "H", "H", "H", "H", "H", "H", "H", "H", "H", "H", "H", "H", "H", "C", "C", "C", "N", "C", "C", "C", "C", "C", "C", "H", "H", "H", "H", "H", "H", "H", "H", "H", "H", "H", "H", "H", "H", "H", "H", "H", "H", "H", "H", "C", "O", "O", "C", "F", "F", "F", "C", "C", "H", "H", "H", "H", "H", "H", "C", "O", "O", "C", "F", "F", "F", "C", "C", "H", "H", "H", "H", "H", "H", "C", "O", "O", "C", "F", "F", "F", "C", "C", "H", "H", "H", "H", "H", "H", "C", "O", "O", "C", "F", "F", "F", "C", "C", "H", "H", "H", "H", "H", "H", "C", "O", "O", "C", "F", "F", "F", "C", "C", "H", "H", "H", "H", "H", "H", "C", "O", "O", "C", "F", "F", "F", "C", "C", "H", "H", "H", "H", "H", "H", "C", "O", "O", "C", "F", "F", "F", "C", "C", "H", "H", "H", "H", "H", "H", "C", "O", "O", "C", "F", "F", "F", "C", "C", "H", "H", "H", "H", "H", "H"],
  "coordinates": [[0.23, 7.76, 5.78], [-0.67, 7.01, 4.73], [-0.23, 7.01, 3.29], [1.22, 6.81, 3.09], [1.47, 6.41, 1.76], [-0.89, 5.62, 5.16], [-1.77, 5.29, 4.66], [0.41, 4.30, 5.03], [-1.02, 5.58, 6.12], [1.09, 8.22, 5.32], [0.60, 7.14, 6.58], [-0.35, 8.55, 6.24], [-1.64, 7.56, 4.78], [-0.54, 7.97, 2.93], [-0.81, 6.26, 2.72], [1.23, 5.38, 1.59], [2.52, 6.55, 1.55], [0.80, 7.06, 1.12], [-0.60, -4.16, -0.50], [-1.40, -5.37, -0.30], [-1.09, -6.21, 0.89], [-0.10, -7.14, 0.72], [-0.14, -7.94, 1.88], [-1.15, -7.45, 2.62], [-1.81, -6.42, 2.03], [-1.55, -7.84, 3.98], [-1.08, -3.40, -1.17], [0.41, -4.49, -0.92], [-0.20, -3.84, 0.46], [-1.51, -6.00, -1.18], [-2.45, -5.01, -0.08], [0.59, -7.17, -0.11], [0.31, -8.84, 2.20], [-2.68, -5.90, 2.53], [-0.65, -7.52, 4.54], [-1.56, -8.90, 3.95], [-2.40, -7.26, 4.26], [-3.10, -2.42, 1.46], [-4.55, -2.09, 1.57], [-5.37, -3.24, 1.12], [-5.88, -4.27, 1.87], [-6.36, -5.21, 1.04], [-6.10, -4.75, -0.24], [-5.55, -3.58, -0.14], [-6.46, -5.44, -1.46], [-2.94, -2.64, 0.38], [-2.87, -3.29, 2.03], [-2.36, -1.70, 1.72], [-4.65, -1.31, 0.92], [-4.89, -1.81, 2.57], [-5.70, -4.29, 2.91], [-6.89, -6.12, 1.19], [-5.11, -3.03, -1.00], [-6.37, -4.70, -2.34], [-7.50, -5.80, -1.29], [-5.71, -6.22, -1.63], [-3.97, 1.74, 1.90], [-2.49, 2.23, 1.79], [-2.43, 3.59, 1.11], [-1.66, 3.77, -0.07], [-1.87, 5.11, -0.38], [-2.83, 5.59, 0.49], [-3.17, 4.64, 1.39], [-3.55, 6.91, 0.50], [-4.65, 2.18, 2.66], [-3.97, 0.66, 2.11], [-4.45, 1.90, 0.93], [-2.00, 1.51, 1.12], [-1.94, 2.30, 2.76], [-0.96, 3.02, -0.50], [-1.62, 5.61, -1.24], [-3.66, 4.86, 2.35], [-3.03, 7.68, 1.04], [-4.57, 6.73, 0.93], [-3.68, 7.22, -0.51], [-1.13, -0.11, -9.21], [-0.59, -0.13, -7.75], [0.41, -1.31, -7.62], [0.58, -1.95, -6.21], [-0.75, -2.59, -5.69], [-0.53, -3.55, -4.53], [0.56, -4.59, -4.90], [1.83, -3.92, -5.15], [1.67, -2.97, -6.28], [0.90, -0.91, -5.18], [-1.23, -1.19, -9.54], [-0.50, 0.37, -9.90], [-2.08, 0.43, -9.23], [-1.53, -0.28, -7.15], [-0.03, 0.78, -7.46], [1.36, -0.88, -7.81], [0.15, -2.11, -8.27], [-1.14, -3.09, -6.57], [-1.43, -1.83, -5.30], [-1.49, -4.06, -4.30], [-0.09, -3.06, -3.64], [0.23, -5.15, -5.80], [0.57, -5.26, -4.09], [2.57, -4.66, -5.45], [2.14, -3.38, -4.24], [1.43, -3.49, -7.19], [2.60, -2.37, -6.67], [1.63, -0.23, -5.47], [1.30, -1.54, -4.38], [0.06, -0.37, -4.82], [0.47, -0.71, 2.48], [1.49, 0.30, 2.65], [2.29, 0.34, 1.35], [3.12, 1.67, 1.13], [3.44, 1.62, -0.34], [4.45, 0.54, -0.59], [5.76, 0.73, 0.16], [5.47, 0.80, 1.70], [4.37, 1.89, 1.90], [2.25, 2.81, 1.40], [-0.21, -0.39, 1.66], [-0.17, -0.84, 3.29], [0.88, -1.67, 2.15], [2.12, 0.23, 3.61], [0.96, 1.26, 2.76], [1.55, 0.28, 0.52], [3.07, -0.44, 1.24], [2.46, 1.40, -0.83], [3.86, 2.62, -0.64], [3.93, -0.38, -0.41], [4.64, 0.46, -1.70], [6.51, -0.06, -0.05], [6.25, 1.61, -0.13], [5.12, -0.18, 2.09], [6.35, 1.09, 2.24], [4.03, 1.94, 2.90], [4.86, 2.78, 1.66], [2.15, 3.03, 2.50], [1.16, 2.64, 1.01], [2.65, 3.63, 0.85], [-4.05, -5.00, 5.01], [-5.17, -4.02, 4.87], [-3.81, -5.63, 3.94], [-2.85, -4.19, 5.57], [-2.93, -3.75, 6.84], [-1.72, -4.95, 5.60], [-2.61, -3.15, 4.74], [-5.90, -3.63, 6.03], [-6.71, -2.43, 5.68], [-6.02, -1.61, 5.32], [-7.50, -2.56, 4.95], [-7.22, -2.15, 6.56], [-5.29, -3.34, 6.90], [-6.58, -4.45, 6.39], [-4.42, -5.64, 5.81], [-0.03, 0.76, -1.88], [-0.23, 1.41, -3.32], [0.19, 1.55, -0.90], [-1.38, -0.02, -1.81], [-1.55, -0.43, -0.54], [-2.46, 0.64, -2.04], [-1.38, -1.05, -2.58], [0.90, 2.06, -3.77], [0.72, 2.58, -5.17], [1.07, 1.87, -5.91], [-0.31, 2.60, -5.45], [1.12, 3.59, -5.20], [1.75, 1.33, -3.74], [1.20, 2.85, -3.02], [0.74, -0.06, -2.19], [2.78, -7.42, -1.89], [3.31, -7.46, -3.31], [1.81, -6.53, -1.71], [2.15, -8.83, -1.79], [3.18, -9.75, -2.05], [1.64, -9.28, -0.68], [1.22, -8.99, -2.67], [4.51, -6.83, -3.59], [5.81, -7.68, -3.36], [5.54, -8.76, -3.39], [6.52, -7.48, -4.18], [6.26, -7.46, -2.43], [4.51, -5.93, -2.99], [4.47, -6.54, -4.70], [3.72, -7.42, -1.21], [-4.73, -1.69, -3.18], [-5.79, -0.96, -2.45], [-4.55, -2.93, -2.73], [-5.18, -1.92, -4.61], [-4.27, -2.71, -5.24], [-6.39, -2.63, -4.70], [-5.38, -0.82, -5.36], [-5.97, 0.40, -2.64], [-6.92, 0.87, -1.53], [-7.43, 1.84, -1.64], [-7.78, 0.13, -1.49], [-6.48, 0.93, -0.53], [-6.66, 0.51, -3.53], [-5.14, 1.08, -2.89], [-3.90, -1.05, -3.22], [2.03, 3.36, 5.55], [3.02, 3.09, 4.59], [0.76, 3.42, 5.01], [2.16, 2.13, 6.61], [2.21, 0.88, 6.04], [3.25, 2.13, 7.42], [1.07, 2.16, 7.42], [4.12, 3.96, 4.56], [3.96, 5.50, 4.59], [3.27, 5.91, 3.81], [3.60, 5.99, 5.48], [4.95, 5.95, 4.41], [4.76, 3.65, 3.75], [4.70, 3.86, 5.48], [2.26, 4.18, 6.21], [3.77, 0.22, -8.46], [5.05, 0.93, -8.34], [2.99, 0.24, -7.47], [3.24, 0.96, -9.87], [2.91, 2.24, -9.71], [4.09, 0.80, -10.99], [1.98, 0.36, -10.16], [5.83, 0.77, -7.16], [5.64, 1.94, -6.21], [4.65, 2.11, -5.92], [6.24, 1.94, -5.36], [5.98, 2.77, -6.80], [6.87, 0.74, -7.55], [5.61, -0.20, -6.77], [4.03, -0.80, -8.79], [8.19, 4.17, 3.75], [7.02, 3.87, 2.71], [9.22, 3.40, 3.63], [8.50, 5.72, 3.76], [9.15, 5.99, 4.96], [9.24, 6.24, 2.77], [7.38, 6.47, 3.82], [7.48, 3.92, 1.39], [7.12, 5.19, 0.70], [7.17, 5.10, -0.39], [6.04, 5.35, 0.84], [7.68, 6.02, 1.10], [6.93, 3.19, 0.86], [8.53, 3.56, 1.41], [7.48, 4.14, 4.60], [-3.99, 4.39, 4.87], [-4.41, 3.03, 5.19], [-3.09, 4.54, 3.94], [-5.32, 5.15, 4.45], [-6.50, 4.94, 5.11], [-5.10, 6.49, 4.52], [-5.63, 4.93, 3.15], [-3.30, 2.31, 5.92], [-3.52, 0.84, 5.62], [-3.71, 0.77, 4.56], [-2.74, 0.15, 5.87], [-4.33, 0.46, 6.19], [-3.31, 2.62, 6.99], [-2.39, 2.61, 5.40], [-3.68, 4.81, 5.89]],
  "charge": -2,
  "spin_multiplicity": 1,
  "e_tot_ha": -6991.6442,
  "homo_lumo_gap_ev": 6.78
}

***

[3]
{
  "formula": "CH3NO2S",
  "method": "the ωB97M-V functional and the def2-TZVPD basis",
  "symbols": ["C", "N", "O", "O", "S", "H", "H", "H"],
  "coordinates": [[1.21, -0.05, -0.30], [-1.16, 0.58, 0.00], [1.38, 0.93, 0.34], [-0.07, -1.68, 0.54], [-0.45, -0.79, -0.54], [1.84, -0.84, -0.39], [-2.10, 0.51, -0.02], [-0.66, 1.35, 0.38]],
  "spin_multiplicity": 1,
  "e_tot_ha": -643.2502,
  "homo_lumo_gap_ev": 9.85,
  "relative_energy_ev": 1.7414
}

***

[4]
{
  "formula": "C13H24BNO12P2",
  "method": "the ωB97M-V functional and the def2-TZVPD basis",
  "symbols": ["C", "C", "C", "C", "O", "P", "C", "N", "C", "C", "C", "C", "P", "O", "O", "O", "H", "H", "H", "H", "H", "H", "H", "H", "H", "H", "H", "H", "H", "H", "H", "H", "H", "H", "H", "H", "H", "H", "H", "H", "B", "O", "C", "O", "C", "O", "O", "O", "C", "O", "C", "O", "O"],
  "coordinates": [[5.62, -1.17, 0.92], [4.82, -2.16, 0.07], [3.64, -2.78, 0.79], [2.44, -1.85, 1.01], [2.71, -0.54, 0.39], [1.48, 0.40, 0.11], [1.13, 0.25, -1.65], [0.93, -1.14, -2.01], [2.01, 2.11, 0.41], [3.30, 2.24, 1.23], [4.49, 2.76, 0.40], [0.05, 0.10, 1.19], [-1.56, 0.35, 0.39], [-1.80, 1.75, 0.14], [-1.71, -0.51, -0.92], [-2.59, -0.25, 1.44], [6.67, -1.38, 0.90], [5.45, -0.15, 0.59], [5.32, -1.20, 1.97], [5.49, -2.95, -0.24], [4.52, -1.67, -0.85], [3.29, -3.63, 0.21], [3.94, -3.19, 1.75], [2.23, -1.71, 2.06], [1.56, -2.27, 0.54], [0.30, 0.90, -1.94], [2.04, 0.62, -2.14], [0.93, -1.28, -3.01], [1.58, -1.76, -1.55], [1.19, 2.62, 0.91], [2.14, 2.56, -0.57], [3.14, 2.95, 2.03], [3.60, 1.31, 1.71], [4.22, 2.87, -0.64], [5.33, 2.07, 0.44], [4.83, 3.70, 0.81], [0.09, 0.86, 1.97], [0.07, -0.85, 1.70], [-2.50, -1.08, -0.92], [-3.19, -0.87, 0.98], [-6.72, 0.31, -0.82], [-5.32, -0.20, -0.81], [-5.35, -1.49, -0.61], [-4.36, -2.20, -0.55], [-6.80, -1.95, -0.47], [-7.15, -3.08, -0.29], [-7.57, -0.88, -0.60], [-6.92, 1.32, 0.23], [-7.32, 2.46, -0.34], [-7.56, 3.47, 0.24], [-7.39, 2.23, -1.84], [-7.70, 3.04, -2.67], [-7.03, 0.97, -2.09]],
  "spin_multiplicity": 1,
  "e_tot_ha": -2175.2534,
  "homo_lumo_gap_ev": 8.19,
  "relative_energy_ev": 0.7658
}